# 1
The following is a DFT calculation (the ωB97M-V functional and the def2-TZVPD basis) of 2 unconnected molecules or ions with the total composition C3H3P at a distorted geometry.

Output
Total charge: 0
HOMO level (Eh): -0.3514
Electronic energy (eV): -12443.279
SMILES string: C#C.C#P
LUMO level (eV): 0.5
HOMO-LUMO gap (eV): 10.03
ΔE to the lowest compared entry with this formula, charge and spin (kJ/mol): 165.2

The geometry in XYZ format:
```
7
Properties=species:S:1:pos:R:3:nbo_charge:R:1
P -0.55593 -1.39536 -2.33583 0.504
C -0.04643 1.29373 1.05149 -0.204
C 0.61602 -0.98795 -1.37040 -0.714
C -0.58948 0.24253 0.88117 -0.220
H 1.33194 -0.80368 -0.63063 0.208
H 0.68325 1.92026 1.33011 0.209
H -1.43938 -0.26952 1.07409 0.217
```

# 2
The following is a DFT calculation (the ωB97M-V functional and the def2-TZVPD basis) of a molecular structure, C31H22N3OPPt at a distorted geometry.

Output
Total charge: 0
HOMO level (Eh): -0.2751
Electronic energy (eV): -51554.023
LUMO level (eV): -0.9
HOMO-LUMO gap (eV): 6.63
ΔE to the lowest compared entry with this formula, charge and spin (kJ/mol): 293.2

The geometry in XYZ format:
```
59
Properties=species:S:1:pos:R:3:nbo_charge:R:1
Pt -1.12309 0.18890 -0.35843 0.536
P 0.83962 -0.19720 -1.74242 0.876
O -3.06102 -1.30600 -1.43458 -0.550
N -3.05098 1.73032 9.44647 -0.321
N -3.46751 2.17204 -1.66029 -0.324
N -2.23086 2.23953 -1.15296 -0.316
C 2.55808 1.16236 -3.44622 -0.227
C -1.88268 -1.16743 -1.50870 0.499
C -1.90936 3.52072 -1.20570 -0.036
C 1.03185 -2.33659 -3.64196 -0.227
C 2.63706 -2.04216 2.13492 -0.223
C 1.52085 -0.99366 -0.20344 -0.195
C 1.93659 -2.86234 1.26324 -0.189
C 0.46022 -3.42466 -4.29002 -0.188
C -1.64767 0.29229 6.56326 -0.170
C -2.54506 1.29079 6.92211 -0.179
C 3.76551 1.45595 -4.07190 -0.202
C -1.72511 0.55963 2.83332 -0.179
C -2.00387 0.80786 4.22729 0.003
C 0.28707 -1.63331 -2.70220 -0.237
C 4.92131 0.80145 -3.67152 -0.194
C -1.59611 -3.09083 -3.08575 -0.163
C -3.94640 3.37716 -2.03174 -0.042
C -2.95984 4.29052 -1.75577 -0.346
C -1.48259 0.39406 1.65083 -0.447
C 4.86784 -0.13631 -2.64555 -0.212
C 2.49151 0.21128 -2.42423 -0.246
C -1.38123 0.05439 5.22534 -0.194
C -3.17473 2.05003 5.94178 -0.171
C 3.66151 -0.43116 -2.01895 -0.216
C 1.38478 -2.33909 0.09740 -0.270
C -2.83004 1.53744 8.33468 0.284
C -1.01963 -2.00215 -2.44967 -0.187
C 2.22579 -0.17426 0.67667 -0.251
C 2.77900 -0.69040 1.83817 -0.202
C -2.90441 1.80757 4.60599 -0.193
C -0.84754 -3.80993 -4.00661 -0.201
H -2.99172 5.35618 -1.91927 0.234
H 1.65651 1.67886 -3.75796 0.219
H 0.84679 -2.99391 -0.57721 0.216
H -1.16185 -0.29239 7.33330 0.227
H 3.63790 -1.16329 -1.22559 0.236
H -0.94332 3.83857 -0.83961 0.215
H 2.05166 -2.04614 -3.86990 0.227
H 2.34615 0.88255 0.45625 0.214
H -0.68716 -0.72307 4.93264 0.226
H 1.03799 -3.97368 -5.02294 0.220
H -3.38805 2.39193 3.83450 0.225
H -3.91676 1.27039 -1.69036 0.427
H 3.80181 2.19622 -4.86260 0.219
H 1.81827 -3.91700 1.48364 0.214
H -3.87215 2.82550 6.23016 0.227
H 5.86580 1.02128 -4.15644 0.219
H 3.07222 -2.45196 3.03884 0.215
H -1.28878 -4.65850 -4.51498 0.222
H 3.32083 -0.03794 2.51373 0.217
H -2.62228 -3.35287 -2.85840 0.238
H -4.93388 3.48571 -2.45388 0.225
H 5.77116 -0.64326 -2.32678 0.221
```

# 3
The following is a DFT calculation (the ωB97M-V functional and the def2-TZVPD basis) of 2 unconnected molecules or ions with the total composition C5H8NO at a distorted geometry.

Output
Total charge: +1
HOMO level (Eh): -0.4897
Electronic energy (eV): -8839.422
LUMO level (eV): -4.7
HOMO-LUMO gap (eV): 8.64
ΔE to the lowest compared entry with this formula, charge and spin (kJ/mol): 515.1

The geometry in XYZ format:
```
15
Properties=species:S:1:pos:R:3:nbo_charge:R:1
O -1.68361 0.30344 -0.79633 -0.433
N 2.23633 0.60725 -0.24505 -0.255
C -0.71401 -0.37506 -0.38679 0.602
C 1.14281 1.10354 -0.16338 0.052
C -0.19098 -1.45898 -0.12252 -0.535
C -2.91094 0.38782 -0.00208 -0.252
C 3.22498 -0.07444 -0.30776 -0.083
H 0.83277 -1.59421 0.24129 0.265
H 0.72872 2.13833 -0.17912 0.252
H -3.30044 -0.63999 0.11662 0.206
H 3.64563 -0.00802 -1.24305 0.227
H 3.69582 -0.41375 0.56662 0.231
H -2.68201 0.57412 1.00589 0.212
H -3.63418 0.97081 -0.52254 0.240
H -0.77843 -2.31837 -0.18623 0.273
```

# 4
The following is a DFT calculation (the ωB97M-V functional and the def2-TZVPD basis) of a molecular structure, C3H4O3Pd at a distorted geometry.

Output
Total charge: -1
HOMO level (alpha / beta) (Eh): -0.0519 / -0.2249
Electronic energy (eV): -12792.711
⟨S²⟩: 3.755
LUMO level (alpha / beta) (eV): 3.8 / 2.0
2S+1: 4
HOMO-LUMO gap (alpha / beta) (eV): 5.25 / 8.17
ΔE to the lowest compared entry with this formula, charge and spin (kJ/mol): 73.1

The geometry in XYZ format:
```
11
Properties=species:S:1:pos:R:3:nbo_charge:R:1
Pd 1.94816 0.94883 0.81775 0.016
O -0.67168 1.35659 0.11335 -0.606
O -1.35824 -0.72590 -0.06705 -0.533
O -2.82694 0.84653 0.53131 -0.679
C 0.06937 -0.94605 0.07600 -0.149
C 0.72073 0.35668 -0.29813 -0.380
C -1.68271 0.55011 0.22162 0.958
H 0.35995 -1.76665 -0.59110 0.197
H 0.81157 0.69511 -1.34036 0.190
H 2.41725 -0.03831 -0.57901 -0.198
H 0.21254 -1.27694 1.11560 0.185
```

# 5
The following is a DFT calculation (the ωB97M-V functional and the def2-TZVPD basis) of 2 unconnected molecules or ions with the total composition C3H3NO at a distorted geometry.

Output
Total charge: 0
HOMO level (Eh): -0.3987
Electronic energy (eV): -6692.832
SMILES string: N=C=O.C#C
LUMO level (eV): 0.7
HOMO-LUMO gap (eV): 11.55
ΔE to the lowest compared entry with this formula, charge and spin (kJ/mol): 353.2

The geometry in XYZ format:
```
8
Properties=species:S:1:pos:R:3:nbo_charge:R:1
O -3.16563 -0.66957 -0.21504 -0.537
N -1.10550 0.16103 0.14882 -0.767
C 1.27322 0.74904 -0.29903 -0.356
C 2.01057 0.02409 0.25981 -0.195
C -2.09884 -0.30676 -0.07826 0.844
H -0.28591 0.33849 0.68329 0.453
H 2.85046 -0.67098 0.57017 0.257
H 0.52163 0.37465 -1.06976 0.300
```

# 6
The following is a DFT calculation (the ωB97M-V functional and the def2-TZVPD basis) of C6H6 in the gas phase.

Output
Total charge: 0
HOMO level (Eh): -0.3595
Electronic energy (eV): -6315.209
SMILES string: C#CC(C)C#C
LUMO level (eV): 1.0
HOMO-LUMO gap (eV): 10.80
ΔE to the lowest compared entry with this formula, charge and spin (kJ/mol): 385.1

The geometry in XYZ format:
```
12
Properties=species:S:1:pos:R:3:nbo_charge:R:1
C -2.38574 -0.15060 -0.07756 -0.234
C 0.58356 -0.10160 1.15750 0.015
C -1.26021 0.26241 -0.18177 0.015
C 0.98452 0.16731 -1.31100 -0.576
C 0.17384 0.59766 -0.07663 -0.370
C 0.69396 -0.75500 2.16214 -0.234
H 0.73497 -1.34394 3.05084 0.239
H 2.04426 0.40058 -1.16992 0.217
H 0.88203 -0.90854 -1.47387 0.220
H 0.29073 1.68149 0.05919 0.252
H 0.62664 0.69146 -2.20247 0.217
H -3.36855 -0.54122 0.06356 0.239
```

# 7
The following is a DFT calculation (the ωB97M-V functional and the def2-TZVPD basis) of 2 unconnected molecules or ions with the total composition C12H21BrIN2O4P2 at a distorted geometry.

Output
Total charge: -1
HOMO level (Eh): -0.1551
Electronic energy (eV): -120674.431
LUMO level (eV): 1.3
HOMO-LUMO gap (eV): 5.52
ΔE to the lowest compared entry with this formula, charge and spin (kJ/mol): 0.0

The geometry in XYZ format:
```
43
Properties=species:S:1:pos:R:3:nbo_charge:R:1
I -6.13772 1.39698 -3.32192 -0.287
Br -3.30043 -1.86776 0.77954 -0.529
P -6.02358 1.52838 -0.84765 0.580
P -4.55803 -0.12547 -0.25944 0.527
O -5.07637 2.88536 -0.55422 -1.016
O 0.87927 2.08760 -2.73970 -0.635
O 2.69525 1.29386 2.04422 -0.378
O 1.45228 -0.45571 2.14830 -0.355
N 0.89680 0.44119 -1.14502 -0.636
N 2.52540 0.09675 2.12576 0.521
C 3.56207 -2.12678 2.25489 -0.211
C -1.02978 -1.10249 -1.59638 -0.418
C 4.69056 -2.92880 2.30642 -0.210
C 3.72370 -0.75660 2.19739 0.094
C -2.29412 -0.38169 -2.09869 -0.427
C -0.17081 -0.40159 -0.55175 -0.223
C 6.09341 -0.97426 2.24823 -0.213
C -3.02084 0.57313 -1.16000 -0.731
C -0.09919 2.62499 -0.61902 -0.727
C 0.56690 1.70362 -1.61102 0.695
C 4.97093 -0.16424 2.19431 -0.214
C 5.95424 -2.35449 2.30172 -0.189
H 0.03191 2.24956 0.39085 0.226
H 2.57382 -2.56127 2.25698 0.255
H -1.31105 -2.07060 -1.19716 0.229
H -4.87150 -0.94219 -1.42663 -0.151
H 6.83317 -2.98436 2.33751 0.214
H -5.22437 3.52992 -1.24822 0.486
H 4.58197 -4.00345 2.34751 0.220
H -3.40808 1.38688 -1.77165 0.215
H 0.34520 -1.16862 0.01841 0.199
H 1.36120 -0.05929 -1.88980 0.372
H -2.05135 0.14793 -3.01860 0.199
H 7.07769 -0.52720 2.24504 0.217
H -0.38839 -1.30614 -2.45542 0.183
H -4.28338 0.71318 0.90362 -0.135
H -5.71484 -0.68495 0.40972 -0.119
H -0.72953 0.16921 0.17530 0.223
H -3.01644 -1.14495 -2.39860 0.219
H -2.40080 1.04152 -0.40253 0.201
H 0.38517 3.59186 -0.68328 0.231
H -1.15607 2.72128 -0.83737 0.248
H 5.06570 0.90971 2.14835 0.249
```